Record 1
21
Properties=species:S:1:pos:R:3:mulliken_charge:R:1 method="wB97M-V/def2-TZVPD" multiplicity=1 total_charge=0 orbital_gap_ev="7.8 / 7.8" homo_ev="-7.38 / -7.15" energy_ha=-399.4481 fmax_ev_per_a=1.07
C 2.50 0.72 -0.02 -0.846
C 1.89 -1.00 1.50 -0.729
N 1.55 0.30 0.97 -0.368
N -0.27 0.08 -0.01 -0.291
N 0.01 -0.94 -0.92 -0.476
H -0.66 -0.19 0.88 0.283
H -0.71 -0.95 -1.65 0.297
H 0.92 -0.77 -1.33 0.191
H 2.16 1.63 -0.52 0.259
H 2.81 -0.93 2.10 0.321
H 3.46 0.97 0.45 0.323
H 2.74 -0.03 -0.80 0.324
H 1.10 -1.35 2.18 0.252
H 2.06 -1.78 0.74 0.308
C -2.41 0.35 -0.59 0.459
C -3.34 0.90 0.17 -0.856
O -2.57 -0.17 -1.84 -0.519
H -3.51 -0.17 -2.12 0.289
H -0.22 1.06 -0.23 0.285
H -3.11 1.27 1.16 0.240
H -4.38 1.01 -0.15 0.254

---

Record 2
21
Properties=species:S:1:pos:R:3:mulliken_charge:R:1 method="wB97M-V/def2-TZVPD" s2=0.797 multiplicity=2 total_charge=+1 orbital_gap_ev="8.2 / 5.7" homo_ev="-12.39 / -12.39" energy_ha=-399.3311 fmax_ev_per_a=3.11
C 1.00 -0.29 -1.60 -0.561
O -0.10 -1.03 -1.15 -0.484
C 0.69 1.18 -1.46 0.032
N 1.87 2.01 -1.76 -0.601
H 1.93 -0.54 -1.07 0.299
H 1.18 -0.54 -2.69 0.222
H -0.13 1.42 -2.21 0.311
H 0.26 1.28 -0.41 -0.038
H 1.49 2.96 -1.78 0.254
H 2.62 2.00 -1.05 0.231
C -1.61 -0.60 1.29 -0.176
C -0.35 -0.94 1.80 -0.219
N 0.49 -1.85 1.26 -0.464
N -2.04 0.81 1.66 -0.250
H -2.10 -0.96 0.41 0.434
H -0.02 -0.39 2.72 0.262
H 1.29 -1.98 1.89 0.262
H 0.10 -1.32 -0.23 0.412
H -3.07 1.02 1.65 0.407
H -1.57 1.49 1.09 0.300
H -1.73 0.94 2.60 0.368

---

Record 3
21
Properties=species:S:1:pos:R:3:mulliken_charge:R:1 method="wB97M-V/def2-TZVPD" multiplicity=1 total_charge=+1 orbital_gap_ev=10.3 homo_ev=-13.91 energy_ha=-378.8495 fmax_ev_per_a=3.03
C 0.53 1.11 0.53 0.716
C -0.25 2.31 1.08 -1.169
C -1.13 0.63 -2.00 -0.797
C 1.45 -1.92 1.23 -0.988
N 1.75 1.02 0.40 -0.632
N -1.31 0.10 -0.64 -0.103
N -0.50 0.06 0.34 0.033
N 0.41 -1.54 0.22 -0.464
H 0.34 3.01 1.58 0.408
H -0.82 1.97 1.91 0.397
H -1.03 2.55 0.33 0.251
H -0.16 1.06 -1.95 0.360
H -1.01 -0.13 -2.69 0.361
H -2.00 1.22 -2.22 0.286
H 2.28 -2.49 0.86 0.369
H 1.77 -1.08 1.76 0.378
H 0.95 -2.60 1.84 0.341
H 2.06 0.03 0.32 0.275
H -2.18 -0.40 -0.52 0.254
H 0.80 -1.44 -0.69 0.360
H -0.33 -2.23 0.15 0.366